A structure of composition C28H54BBr2F6N3O15P3S2 at a distorted geometry, computed with ωB97M-V/def2-TZVPD.

**Gap between HOMO and LUMO**: 7.85 eV
**Charge**: +1
**E_LUMO**: -2.602 eV
**HOMO level**: -0.3842 hartree

Geometry (Å):
C: 2.62 4.76 3.54
B: 3.30 3.36 3.42
O: 4.49 3.03 3.95
C: 2.53 2.23 2.60
C: 2.53 2.03 1.25
C: 3.31 2.83 0.26
O: 4.25 2.13 -0.55
C: 5.41 1.76 0.05
F: 5.48 2.10 1.33
F: 5.55 0.44 -0.05
F: 6.44 2.31 -0.59
N: 1.67 0.97 1.01
C: 1.35 0.49 -0.32
C: 0.24 1.35 -0.93
C: -0.76 1.91 0.06
S: -2.33 2.30 -0.74
C: -3.37 2.34 0.71
S: -3.24 3.58 1.75
N: -4.24 1.26 0.84
C: -5.52 1.63 1.47
C: -6.45 0.41 1.32
O: -5.75 -0.71 0.81
C: -4.63 -1.02 1.58
C: -3.68 0.21 1.69
C: 1.21 0.52 2.17
C: 0.28 -0.64 2.27
C: 0.60 -1.64 3.41
C: 0.67 -3.05 2.89
F: 1.51 -3.17 1.84
Br: 1.45 -4.13 4.32
C: -0.74 -3.63 2.50
F: -1.62 -2.63 2.33
F: -0.63 -4.28 1.34
Br: -1.48 -4.83 3.80
N: 1.71 1.28 3.15
C: 1.41 1.14 4.57
H: 2.34 5.09 2.54
H: 1.68 4.65 4.07
H: 3.22 5.51 4.04
H: 4.95 3.81 4.28
H: 2.61 3.27 -0.44
H: 3.76 3.68 0.77
H: 1.12 -0.57 -0.34
H: 2.23 0.63 -0.93
H: 0.77 2.20 -1.36
H: -0.23 0.85 -1.77
H: -0.36 2.82 0.50
H: -0.99 1.22 0.87
H: -5.37 1.79 2.54
H: -5.96 2.50 1.00
H: -6.86 0.13 2.29
H: -7.25 0.60 0.63
H: -4.11 -1.82 1.06
H: -4.89 -1.41 2.57
H: -2.72 -0.08 1.26
H: -3.60 0.52 2.73
H: -0.71 -0.23 2.46
H: 0.22 -1.18 1.34
H: 1.53 -1.41 3.90
H: -0.20 -1.61 4.15
H: 1.80 0.23 4.99
H: 1.77 2.02 5.09
H: 0.33 1.14 4.69
C: 4.30 2.75 -6.91
O: 3.63 2.53 -5.66
P: 3.52 3.81 -4.67
O: 2.82 4.82 -5.50
O: 5.15 4.03 -4.63
C: 6.02 3.02 -4.12
O: 3.30 4.43 -3.17
C: 4.19 5.45 -2.70
H: 3.66 2.33 -7.69
H: 4.47 3.81 -7.11
H: 5.25 2.23 -6.90
H: 6.79 2.82 -4.86
H: 5.50 2.09 -3.90
H: 6.50 3.39 -3.21
H: 4.37 6.18 -3.48
H: 5.14 5.03 -2.37
H: 3.69 5.91 -1.86
C: -5.57 -6.32 4.76
O: -5.14 -5.78 3.50
P: -5.91 -4.43 3.00
O: -5.57 -3.50 4.11
O: -7.41 -5.07 3.11
C: -7.78 -6.19 2.31
O: -6.23 -3.37 1.83
C: -7.54 -2.79 1.76
H: -4.68 -6.52 5.34
H: -6.22 -5.64 5.30
H: -6.10 -7.26 4.59
H: -8.18 -6.96 2.95
H: -6.93 -6.60 1.76
H: -8.55 -5.88 1.60
H: -7.88 -2.50 2.75
H: -8.26 -3.47 1.30
H: -7.44 -1.92 1.12
C: 3.33 0.18 -4.04
O: 2.54 -0.04 -5.21
P: 1.43 -1.18 -4.95
O: 0.63 -0.74 -3.81
O: 2.52 -2.33 -4.54
C: 3.59 -2.65 -5.43
O: 0.54 -2.11 -5.88
C: 0.44 -3.51 -5.60
H: 3.37 1.25 -3.80
H: 2.93 -0.33 -3.18
H: 4.35 -0.17 -4.22
H: 4.53 -2.58 -4.89
H: 3.64 -1.97 -6.29
H: 3.47 -3.67 -5.80
H: 0.30 -3.69 -4.54
H: 1.31 -4.05 -5.96
H: -0.43 -3.86 -6.16

***

An isolated molecule of C2H6N6 at a distorted geometry, computed with ωB97M-V/def2-TZVPD.

**Energy relative to the best compared isomer or geometry (same formula, charge and spin)**: 2.417 eV
**Gap between HOMO and LUMO**: 9.21 eV
**SMILES string**: NNc1n[nH]nc1N
**E_LUMO**: 0.953 eV
**HOMO level**: -0.3034 hartree

Geometry (Å):
N: -1.60 0.75 -1.89
N: -1.52 -0.31 -0.99
C: -0.07 0.09 0.06
N: 0.61 1.11 -0.39
N: 1.79 1.10 0.25
N: 1.86 0.04 1.16
C: 0.78 -0.71 0.98
N: 0.31 -1.78 1.64
H: -0.60 0.93 -2.16
H: -2.12 1.58 -1.74
H: -2.22 -0.08 -0.30
H: 2.27 1.99 0.30
H: 1.00 -2.49 1.82
H: -0.50 -2.22 1.27

***

A structure of composition C46H57CdN6O4P3Se2Si2, computed with ωB97M-V/def2-TZVPD.

**Energy relative to the best compared isomer or geometry (same formula, charge and spin)**: 0.000 eV
**Gap between HOMO and LUMO**: 6.10 eV
**Charge**: -2
**E_LUMO**: 3.825 eV
**HOMO level**: -0.0837 hartree

Geometry (Å):
Cd: -0.20 1.95 0.71
C: 3.44 -0.52 3.40
C: 3.62 0.43 2.22
C: 5.09 0.61 1.90
O: 2.94 -0.08 1.06
C: 3.00 1.80 2.61
O: 3.59 2.44 3.49
O: 1.93 2.13 2.02
H: 4.01 -1.44 3.24
H: 2.39 -0.78 3.51
H: 3.78 -0.03 4.31
H: 5.53 -0.35 1.61
H: 5.62 1.02 2.76
H: 5.21 1.32 1.07
H: 2.19 0.55 0.98
C: 1.07 5.25 1.66
Si: -0.45 4.43 0.89
C: -0.63 5.32 -0.79
C: -1.92 5.14 1.90
C: -2.04 6.53 1.79
C: -3.04 7.25 2.41
C: -3.98 6.58 3.17
C: -3.88 5.20 3.30
C: -2.86 4.45 2.69
Si: -3.10 2.59 3.12
C: -4.82 2.23 2.44
C: -3.25 2.57 5.01
H: 0.85 6.25 2.05
H: 1.87 5.35 0.91
H: 1.48 4.63 2.46
H: -0.33 6.37 -0.74
H: -1.66 5.29 -1.16
H: 0.02 4.84 -1.54
H: -1.31 7.08 1.19
H: -3.09 8.33 2.30
H: -4.79 7.11 3.67
H: -4.63 4.69 3.90
H: -5.61 2.72 3.01
H: -4.99 1.15 2.47
H: -4.90 2.55 1.40
H: -3.92 3.33 5.42
H: -2.26 2.71 5.45
H: -3.60 1.58 5.31
Se: 0.59 -3.90 -4.15
P: -0.80 -3.49 -2.61
C: -2.52 -3.29 -3.19
C: -3.47 -2.77 -2.33
C: -4.79 -2.65 -2.74
C: -5.16 -3.05 -4.02
C: -4.20 -3.56 -4.88
C: -2.88 -3.68 -4.47
C: -0.88 -4.95 -1.52
C: -2.07 -5.65 -1.29
C: -2.05 -6.86 -0.60
C: -0.86 -7.37 -0.13
C: 0.33 -6.68 -0.34
C: 0.32 -5.49 -1.04
C: -0.54 -1.94 -1.75
C: -0.19 -1.35 -0.53
N: -0.19 -0.01 -0.76
N: -0.53 0.20 -2.02
N: -0.74 -0.93 -2.64
P: 0.16 -1.93 1.16
Se: -1.76 0.86 2.66
C: 1.49 -3.16 0.87
C: 2.31 -3.13 -0.25
C: 3.38 -4.00 -0.38
C: 3.65 -4.92 0.62
C: 2.86 -4.94 1.77
C: 1.80 -4.05 1.89
C: -1.36 -2.93 1.48
C: -1.40 -4.23 1.97
C: -2.60 -4.82 2.34
C: -3.79 -4.13 2.21
C: -3.77 -2.83 1.71
C: -2.57 -2.23 1.37
H: -3.18 -2.44 -1.33
H: -5.53 -2.23 -2.06
H: -6.19 -2.95 -4.34
H: -4.48 -3.86 -5.89
H: -2.12 -4.07 -5.14
H: -3.01 -5.26 -1.66
H: -2.98 -7.39 -0.44
H: -0.85 -8.31 0.42
H: 1.27 -7.07 0.03
H: 1.25 -4.99 -1.26
H: 2.12 -2.41 -1.04
H: 4.00 -3.95 -1.26
H: 4.48 -5.61 0.53
H: 3.08 -5.64 2.57
H: 1.23 -4.04 2.81
H: -0.48 -4.80 2.07
H: -2.60 -5.84 2.72
H: -4.73 -4.60 2.49
H: -4.70 -2.27 1.62
H: -2.56 -1.20 1.03
O: -2.08 2.57 -1.89
H: -1.57 1.79 -2.18
H: -1.47 3.31 -2.02
C: 4.28 3.90 -3.26
N: 4.50 3.22 -1.99
C: 4.93 1.85 -2.27
N: 4.01 1.09 -3.13
C: 3.81 1.84 -4.36
N: 3.34 3.22 -4.16
C: 1.98 3.22 -3.61
P: 1.81 2.38 -1.96
C: 3.27 3.23 -1.17
C: 2.73 0.83 -2.44
H: 5.24 3.98 -3.78
H: 3.90 4.90 -3.07
H: 5.05 1.31 -1.33
H: 5.89 1.90 -2.78
H: 3.09 1.31 -4.98
H: 4.77 1.89 -4.89
H: 1.31 2.73 -4.32
H: 1.64 4.26 -3.51
H: 3.47 2.75 -0.21
H: 3.00 4.26 -0.95
H: 2.10 0.23 -3.09
H: 2.92 0.26 -1.53

***

A structure of composition CH2N2P2 at a distorted geometry, computed with ωB97M-V/def2-TZVPD.

**Energy relative to the best compared isomer or geometry (same formula, charge and spin)**: 2.715 eV
**Gap between HOMO and LUMO (spin up / spin down)**: 7.65 / 7.65 eV
**E_LUMO (spin up / spin down)**: -1.918 / -1.912 eV
**HOMO level (spin up / spin down)**: -0.3517 / -0.3515 hartree

Geometry (Å):
C: -0.36 0.78 -0.71
N: -0.64 -0.45 -0.75
N: 1.42 -0.28 0.70
P: 1.16 1.22 0.28
P: 0.45 -1.47 0.07
H: -1.02 1.51 -1.15
H: -1.01 -1.32 1.55

***

An isolated molecule of C5H10O2 at a distorted geometry, computed with ωB97M-V/def2-TZVPD.

**Energy relative to the best compared isomer or geometry (same formula, charge and spin)**: 2.828 eV
**Gap between HOMO and LUMO**: 10.53 eV
**SMILES string**: CO[C@H]1CO[C@H]1C
**E_LUMO**: 0.967 eV
**HOMO level**: -0.3513 hartree

Geometry (Å):
C: 0.18 -1.93 -1.19
O: 0.83 -1.05 -0.29
C: 0.59 0.32 -0.48
C: -0.76 1.00 -0.88
O: -0.45 2.03 0.05
C: 0.44 1.13 0.79
C: -0.16 0.35 1.96
H: -0.90 -1.73 -1.26
H: 0.62 -1.94 -2.21
H: 0.31 -2.90 -0.73
H: 1.34 0.82 -1.11
H: -1.72 0.52 -0.64
H: -0.78 1.35 -1.92
H: 1.35 1.63 1.13
H: 0.51 -0.48 2.21
H: -0.27 0.97 2.86
H: -1.14 -0.10 1.72

***

A cluster of 2 separate species, C4H7F3NO in total at a distorted geometry, computed with ωB97M-V/def2-TZVPD.

**Gap between HOMO and LUMO (spin up / spin down)**: 9.63 / 5.35 eV
**Charge**: +1
**Spin multiplicity**: 3
**E_LUMO (spin up / spin down)**: -3.047 / -10.512 eV
**HOMO level (spin up / spin down)**: -0.4657 / -0.5831 hartree

Geometry (Å):
C: 0.46 1.27 -0.25
C: -0.52 0.28 -0.70
C: 0.12 2.57 0.37
C: -1.42 -0.33 -1.63
N: 0.82 -2.65 1.59
O: -0.07 0.11 0.45
F: 2.16 -2.41 1.85
F: 0.81 -3.20 0.28
F: 0.50 -3.75 2.40
H: 1.46 1.08 -0.46
H: -0.85 2.89 0.20
H: 0.34 2.57 1.45
H: 0.82 3.37 -0.07
H: -2.14 -0.97 -1.12
H: -0.78 -1.26 -2.02
H: -1.72 0.42 -2.34

***

A structure of composition C12H10IrN4S3Se4, computed with ωB97M-V/def2-TZVPD.

**Gap between HOMO and LUMO**: 6.09 eV
**Charge**: -1
**E_LUMO**: 1.893 eV
**HOMO level**: -0.1541 hartree

Geometry (Å):
Ir: 0.93 0.22 -0.29
Se: 1.97 1.33 1.49
Se: 4.04 0.36 2.10
Se: 3.83 -1.73 1.02
Se: 2.89 -1.03 -1.01
S: -0.18 -1.50 0.62
C: -1.31 -0.73 1.73
C: -1.89 -1.48 2.75
C: -2.82 -0.91 3.61
C: -3.41 -1.72 4.63
N: -3.90 -2.37 5.45
C: -3.15 0.44 3.47
C: -2.57 1.19 2.45
C: -1.65 0.62 1.57
S: -0.98 1.55 0.24
C: -4.10 1.06 4.34
N: -4.87 1.58 5.03
H: -1.61 -2.52 2.88
H: -2.82 2.24 2.35
C: 0.05 -3.14 -2.51
N: -1.15 -2.35 -2.30
C: -2.29 -2.92 -1.59
C: -3.18 -1.70 -1.33
N: -2.35 -0.59 -1.78
C: -1.17 -1.02 -2.24
S: 0.11 0.04 -2.63
H: -0.21 -4.05 -3.05
H: 0.51 -3.39 -1.55
H: 0.76 -2.56 -3.09
H: -1.94 -3.38 -0.66
H: -2.78 -3.68 -2.20
H: -3.43 -1.60 -0.27
H: -4.11 -1.73 -1.90
H: -2.36 0.33 -1.33

***

A cluster of 6 separate species, C7H25NO5 in total at a distorted geometry, computed with ωB97M-V/def2-TZVPD.

**Energy relative to the best compared isomer or geometry (same formula, charge and spin)**: 1.776 eV
**Gap between HOMO and LUMO**: 8.55 eV
**SMILES string**: CCCC/C=C(/C)N.O.O.O.O.O
**E_LUMO**: 0.030 eV
**HOMO level**: -0.3129 hartree

Geometry (Å):
C: 3.59 0.18 0.12
C: 2.04 0.34 0.26
C: 1.28 1.37 -0.65
C: 0.85 0.70 -2.02
C: -0.11 -0.42 -2.10
C: -1.44 -0.39 -1.97
C: -2.34 -1.58 -1.68
N: -1.98 0.85 -1.54
H: 3.81 -0.55 0.91
H: 4.00 1.16 0.32
H: 3.90 -0.40 -0.73
H: 1.41 -0.51 -0.02
H: 2.03 0.75 1.27
H: 0.47 1.89 -0.11
H: 1.98 2.16 -0.87
H: 0.55 1.49 -2.74
H: 1.82 0.43 -2.45
H: 0.36 -1.35 -2.49
H: -3.15 -1.33 -1.00
H: -2.79 -2.16 -2.49
H: -1.80 -2.27 -1.00
H: -2.98 0.77 -1.43
H: -1.80 1.64 -2.18
O: 1.06 -3.04 0.14
H: 0.43 -3.64 0.58
H: 1.10 -3.28 -0.78
O: -1.59 1.43 3.53
H: -1.91 0.97 2.74
H: -1.29 0.69 4.07
O: -2.26 -0.51 1.50
H: -2.04 -1.26 2.06
H: -1.71 -0.44 0.71
O: -1.40 3.67 0.37
H: -1.53 2.72 0.21
H: -1.27 3.75 1.32
O: 0.85 -1.32 3.09
H: 1.26 -0.56 2.67
H: 0.63 -1.93 2.38